Entry 1:
{
  "formula": "C4H5ClOS",
  "method": "the ωB97M-V functional and the def2-TZVPD basis",
  "multiplicity": 1,
  "total_charge": 0,
  "homo_lumo_gap_ev": 8.4,
  "max_force_ev_per_a": 6.3,
  "homo_energy_ha": -0.3082,
  "species": ["C", "C", "C", "C", "H", "H", "H", "H", "H", "O", "S", "Cl"],
  "xyz": [[2.9500, 0.6914, 0.0744], [0.2875, 0.4101, -0.1256], [-1.0030, -0.0259, -0.1796], [-1.9709, 1.1803, 0.2419], [3.9021, 0.2048, 0.5902], [3.2141, 1.1583, -0.9332], [2.8232, 1.3706, 1.0186], [0.2037, 1.5687, -0.2481], [-3.0508, 0.8020, 0.9492], [-1.4198, 2.2703, -0.1508], [1.6582, -0.6380, -0.0122], [-1.4027, -1.5644, -0.0024]],
  "forces_ev_per_a": [[2.2, -0.4, 2.5], [-1.5, 1.1, -0.9], [0.5, 4.9, 1.7], [2.7, 0.6, -1.9], [-1.6, 0.3, -1.9], [-0.5, -0.5, 1.7], [-0.7, -0.5, -2.3], [1.4, -2.2, 0.4], [3.1, 1.8, -2.2], [-4.9, -2.9, 2.6], [0.6, 1.6, -0.2], [-1.4, -3.9, 0.4]]
}

Entry 2:
{
  "formula": "C27H31AsClCoN3O4PS5",
  "method": "the ωB97M-V functional and the def2-TZVPD basis",
  "multiplicity": 1,
  "total_charge": 0,
  "homo_lumo_gap_ev": [6.5, 6.5],
  "max_force_ev_per_a": 0.5,
  "homo_energy_ha": [-0.2551, -0.2551],
  "species": ["Co", "S", "As", "S", "S", "S", "C", "N", "C", "N", "C", "N", "C", "P", "C", "C", "H", "H", "H", "H", "H", "H", "H", "H", "H", "H", "H", "H", "H", "O", "S", "C", "C", "C", "C", "C", "C", "C", "C", "C", "C", "C", "C", "H", "H", "H", "H", "H", "H", "H", "H", "H", "H", "C", "C", "C", "C", "Cl", "C", "C", "C", "O", "C", "C", "O", "O", "H", "H", "H", "H", "H", "H", "H", "H"],
  "xyz": [[1.3277, 0.6613, 0.1921], [4.0752, 3.8020, -1.2093], [2.7165, 3.5403, 0.3436], [3.0273, 1.4937, 1.2918], [0.7778, 2.6436, -0.4896], [2.3633, 5.0544, 1.7259], [-2.1476, 0.2420, 3.7619], [-2.4138, 1.3939, 2.7917], [-2.0686, 2.7061, 3.4814], [-0.7304, 2.6816, 3.9520], [-0.5337, 1.5699, 4.8744], [-0.8112, 0.2753, 4.2531], [0.1941, -0.0744, 3.2345], [0.1971, 1.1714, 1.8800], [-1.6186, 1.2048, 1.5368], [0.2730, 2.7153, 2.8780], [-2.3536, -0.6782, 3.2149], [-2.8582, 0.3696, 4.5800], [-3.4056, 1.3868, 2.5390], [-2.7731, 2.8094, 4.3081], [-2.2211, 3.5005, 2.7520], [-1.2037, 1.6958, 5.7279], [0.4955, 1.5807, 5.2274], [-0.0259, -1.0562, 2.8138], [1.1820, -0.1060, 3.6959], [-1.9360, 0.2628, 1.1034], [-1.8249, 2.0279, 0.8514], [0.1233, 3.5794, 2.2316], [1.2664, 2.8343, 3.3048], [2.5240, -0.6933, -0.7158], [2.1967, -1.4713, -1.9770], [3.7654, -2.2044, -2.4101], [4.9399, -1.5064, -2.1664], [6.1425, -2.0904, -2.5244], [6.1607, -3.3498, -3.1157], [4.9790, -4.0380, -3.3432], [3.7664, -3.4652, -2.9812], [2.1004, -0.2633, -3.2869], [1.4502, -0.6298, -4.4574], [1.3564, 0.2945, -5.4851], [1.8936, 1.5674, -5.3232], [2.5297, 1.9178, -4.1412], [2.6412, 0.9960, -3.1101], [4.9038, -0.5330, -1.6922], [7.0691, -1.5627, -2.3424], [7.1057, -3.7983, -3.3930], [4.9982, -5.0220, -3.7922], [2.8344, -3.9949, -3.1381], [1.0227, -1.6207, -4.5634], [0.8558, 0.0272, -6.4066], [1.8068, 2.2911, -6.1233], [2.9381, 2.9089, -3.9914], [3.1388, 1.2838, -2.1907], [-3.9519, -3.2004, 1.4049], [-4.2438, -1.7888, 0.9987], [-4.9292, -0.9124, 1.8244], [-5.1345, 0.4061, 1.4323], [-5.9182, 1.5137, 2.5415], [-4.6931, 0.8667, 0.2077], [-3.9888, -0.0002, -0.6212], [-3.7514, -1.3076, -0.2244], [-3.0265, -2.1898, -0.9688], [-1.8311, -1.6619, -1.5333], [-0.8943, -1.1508, -0.4321], [-0.9694, -1.6376, 0.7000], [-0.1061, -0.2263, -0.8058], [-4.3989, -3.4294, 2.3717], [-2.8713, -3.3438, 1.4550], [-4.3338, -3.9052, 0.6660], [-5.2945, -1.2507, 2.7868], [-4.8860, 1.8855, -0.0990], [-3.6198, 0.3644, -1.5700], [-2.0171, -0.8703, -2.2596], [-1.3532, -2.4925, -2.0523]],
  "forces_ev_per_a": [[-0.1, -0.4, -0.2], [0.0, 0.0, 0.0], [0.0, -0.1, -0.1], [-0.1, 0.0, 0.1], [-0.1, 0.1, 0.1], [0.0, 0.1, 0.0], [0.0, 0.0, 0.0], [0.1, 0.0, -0.1], [0.0, 0.0, 0.0], [0.0, 0.0, 0.0], [0.0, 0.0, 0.0], [0.0, 0.0, 0.0], [-0.1, -0.1, 0.0], [0.0, 0.2, 0.0], [0.0, 0.1, 0.0], [0.0, 0.0, 0.1], [0.0, 0.0, 0.0], [0.0, 0.0, 0.0], [0.0, 0.0, 0.1], [0.0, 0.0, 0.0], [0.0, 0.0, 0.0], [0.0, 0.0, 0.0], [0.0, 0.0, 0.0], [0.0, 0.0, 0.0], [0.0, 0.0, 0.0], [0.0, 0.0, 0.0], [0.0, 0.0, 0.0], [0.0, 0.0, 0.0], [0.0, 0.0, 0.0], [0.2, 0.1, 0.2], [0.0, -0.1, -0.2], [0.0, 0.0, 0.1], [0.0, 0.0, 0.0], [0.0, 0.0, 0.0], [0.0, 0.0, 0.0], [0.0, 0.0, 0.0], [0.0, 0.0, 0.0], [-0.1, 0.0, 0.0], [0.0, 0.0, 0.0], [0.0, 0.0, 0.0], [0.0, 0.0, 0.0], [0.0, 0.0, 0.0], [0.1, 0.0, 0.0], [0.0, 0.0, 0.0], [0.0, 0.0, 0.0], [0.0, 0.0, 0.0], [0.0, 0.0, 0.0], [0.0, 0.0, 0.0], [0.0, 0.0, 0.0], [0.0, 0.0, 0.0], [0.0, 0.0, 0.0], [0.0, 0.0, 0.0], [0.0, 0.0, 0.0], [0.0, 0.0, 0.0], [0.1, 0.0, 0.0], [0.0, 0.0, 0.0], [-0.1, 0.0, -0.1], [0.0, 0.0, 0.0], [0.0, 0.0, 0.0], [-0.1, 0.0, 0.0], [0.1, -0.1, 0.1], [-0.1, 0.1, -0.2], [0.0, 0.0, 0.1], [0.2, -0.2, 0.2], [0.0, 0.1, -0.1], [-0.2, 0.3, -0.4], [0.0, 0.0, 0.0], [0.0, 0.0, 0.0], [0.0, 0.0, 0.0], [0.0, 0.0, 0.0], [0.0, 0.0, 0.0], [0.0, 0.0, 0.0], [0.0, 0.0, 0.0], [0.0, 0.0, 0.0]]
}

Entry 3:
{
  "formula": "C51H30N8OOsS3Te",
  "method": "the ωB97M-V functional and the def2-TZVPD basis",
  "multiplicity": 1,
  "total_charge": 0,
  "homo_lumo_gap_ev": [5.2, 5.2],
  "max_force_ev_per_a": 0.5,
  "homo_energy_ha": [-0.2404, -0.2328],
  "species": ["Os", "C", "C", "C", "C", "C", "N", "C", "N", "C", "C", "C", "C", "C", "C", "C", "C", "N", "C", "N", "C", "N", "C", "N", "C", "N", "C", "C", "C", "C", "C", "C", "C", "C", "C", "C", "C", "C", "N", "C", "C", "H", "H", "H", "H", "H", "H", "H", "H", "H", "H", "H", "H", "H", "H", "H", "H", "O", "C", "C", "C", "C", "C", "S", "C", "C", "C", "C", "S", "C", "C", "C", "C", "S", "H", "H", "H", "H", "H", "H", "H", "H", "H", "Te", "C", "C", "C", "C", "C", "C", "H", "H", "H", "H", "H"],
  "xyz": [[-0.4037, 0.2729, 0.0650], [-1.2659, 6.5955, -1.6381], [0.1086, 6.5742, -1.8834], [0.8573, 5.4252, -1.6781], [0.1906, 4.2932, -1.2354], [0.6354, 2.9539, -0.9065], [-0.5012, 2.1689, -0.5549], [-1.5562, 2.9960, -0.4806], [-2.7465, 2.7219, 0.0556], [-2.9511, 1.6799, 0.8184], [-4.1813, 1.4478, 1.5704], [-5.3861, 2.1309, 1.6070], [-6.3678, 1.6540, 2.4617], [-6.1424, 0.5319, 3.2638], [-4.9328, -0.1448, 3.2328], [-3.9561, 0.3268, 2.3696], [-2.5977, -0.1248, 2.0850], [-2.0032, -1.1240, 2.7188], [-0.7754, -1.5125, 2.4717], [0.0276, -1.1254, 1.4210], [1.2837, -1.6508, 1.5820], [2.3481, -1.3847, 0.8718], [2.3572, -0.6792, -0.2644], [1.2957, -0.1985, -0.8855], [2.8357, 1.9616, -0.3618], [1.8224, 2.5212, -0.7240], [3.7513, 1.1450, -1.2213], [5.2239, 0.9581, -2.7163], [5.7677, -0.4938, -2.5607], [5.9657, -0.9593, -1.1348], [4.9023, -0.9784, -0.3395], [3.6615, -0.4380, -0.9608], [1.2725, -2.5116, 2.7613], [2.2612, -3.2873, 3.3463], [1.9279, -3.9926, 4.4914], [0.6429, -3.9154, 5.0385], [-0.3410, -3.1303, 4.4598], [-0.0092, -2.4303, 3.3090], [-2.0518, 0.6917, 1.1414], [-1.1813, 4.3164, -0.9804], [-1.9264, 5.4681, -1.1733], [-1.8186, 7.5100, -1.8095], [0.5957, 7.4731, -2.2388], [1.9239, 5.4069, -1.8600], [-5.5474, 3.0018, 0.9857], [-7.3251, 2.1563, 2.5125], [-6.9308, 0.1875, 3.9208], [-4.7512, -1.0116, 3.8540], [5.7322, 1.4698, -3.5317], [6.7050, -0.5640, -3.1133], [6.9367, -1.3089, -0.8074], [4.8981, -1.3270, 0.6834], [3.2525, -3.3360, 2.9154], [2.6702, -4.6145, 4.9746], [0.4186, -4.4815, 5.9335], [-1.3347, -3.0576, 4.8810], [-2.9879, 5.4758, -0.9638], [1.4414, 0.2986, -2.2171], [2.6322, -0.0063, -3.0339], [2.1551, -0.2384, -4.4384], [1.9934, -1.4374, -5.0810], [1.5025, -1.3029, -6.4024], [1.2999, -0.0013, -6.7468], [1.7090, 1.0581, -5.4821], [3.6405, 1.1477, -2.7631], [5.1820, 1.7108, -1.3644], [5.1196, 3.1981, -1.5681], [4.3196, 3.7222, -2.4901], [3.2499, 2.7628, -3.4864], [3.4160, -1.1253, -2.3771], [4.7046, -1.3921, -3.1871], [4.9662, -2.8658, -3.1993], [3.9762, -3.6137, -2.7355], [2.5794, -2.7436, -2.1346], [2.2062, -2.3900, -4.6239], [1.3084, -2.1352, -7.0626], [0.9342, 0.3876, -7.6837], [5.9099, 1.4237, -0.6119], [5.7388, 3.8438, -0.9588], [4.2656, 4.7862, -2.6815], [4.5444, -1.0520, -4.2165], [5.8856, -3.2756, -3.5976], [3.9579, -4.6937, -2.6976], [-1.9902, -0.6311, -1.7778], [-2.2041, 0.8343, -3.2962], [-1.5475, 0.6722, -4.5117], [-1.7802, 1.5578, -5.5572], [-2.6495, 2.6245, -5.3927], [-3.3080, 2.7926, -4.1817], [-3.1022, 1.8917, -3.1475], [-0.8561, -0.1521, -4.6425], [-1.2762, 1.4119, -6.5046], [-2.8209, 3.3180, -6.2063], [-3.9949, 3.6189, -4.0447], [-3.6511, 2.0059, -2.2224]],
  "forces_ev_per_a": [[0.3, 0.2, 0.1], [0.0, 0.0, 0.0], [0.0, 0.0, 0.0], [0.0, 0.0, 0.0], [0.1, 0.0, 0.0], [-0.2, 0.0, 0.0], [0.0, 0.0, 0.1], [0.3, -0.1, -0.1], [-0.2, -0.2, 0.2], [-0.1, 0.3, -0.2], [-0.1, 0.0, 0.1], [0.0, 0.0, 0.0], [0.0, 0.0, 0.0], [0.0, 0.0, 0.0], [0.0, 0.0, 0.0], [-0.1, 0.1, 0.0], [0.2, 0.0, -0.2], [0.0, 0.0, 0.0], [0.2, 0.1, -0.2], [-0.4, 0.0, 0.0], [0.3, 0.0, -0.2], [-0.2, -0.1, 0.1], [0.2, 0.0, 0.0], [-0.4, 0.2, 0.1], [-0.1, 0.0, 0.0], [0.1, 0.0, 0.0], [0.1, 0.0, -0.1], [0.0, 0.0, 0.0], [0.0, 0.0, 0.0], [0.0, 0.0, 0.0], [0.0, 0.0, 0.0], [-0.1, 0.0, 0.0], [0.0, 0.0, 0.1], [0.0, 0.0, 0.0], [0.0, 0.0, 0.0], [0.0, 0.0, 0.0], [0.0, 0.0, 0.0], [0.1, 0.0, 0.0], [0.1, -0.3, 0.2], [-0.1, 0.0, 0.0], [0.0, 0.0, 0.0], [0.0, 0.0, 0.0], [0.0, 0.0, 0.0], [0.0, 0.0, 0.0], [0.0, 0.0, 0.0], [0.0, 0.0, 0.0], [0.0, 0.0, 0.0], [0.0, 0.0, 0.0], [0.0, 0.0, 0.0], [0.0, 0.0, 0.0], [0.0, 0.0, 0.0], [0.0, 0.0, 0.0], [0.0, 0.0, 0.0], [0.0, 0.0, 0.0], [0.0, 0.0, 0.0], [0.0, 0.0, 0.0], [0.0, 0.0, 0.0], [0.0, -0.1, 0.0], [0.0, 0.0, 0.0], [0.1, 0.0, 0.0], [-0.1, 0.0, 0.0], [0.0, 0.0, 0.0], [0.0, 0.0, 0.0], [0.0, 0.0, 0.0], [0.0, 0.0, 0.0], [0.0, 0.0, 0.0], [0.0, 0.0, 0.0], [0.0, 0.0, 0.0], [0.0, 0.0, 0.0], [0.0, 0.0, 0.0], [0.0, 0.0, 0.0], [0.0, 0.0, 0.0], [0.0, 0.0, 0.0], [0.0, 0.0, 0.1], [0.0, 0.0, 0.0], [0.0, 0.0, 0.0], [0.0, 0.0, 0.0], [0.0, 0.0, 0.0], [0.0, 0.0, 0.0], [0.0, 0.0, 0.0], [0.0, 0.0, 0.0], [0.0, 0.0, 0.0], [0.0, 0.0, 0.0], [-0.1, -0.3, -0.1], [0.0, 0.0, 0.0], [0.0, 0.0, 0.0], [0.0, 0.0, 0.0], [0.0, 0.0, 0.0], [0.0, 0.0, 0.0], [0.0, 0.0, 0.0], [0.0, 0.0, 0.0], [0.0, 0.0, 0.0], [0.0, 0.0, 0.0], [0.0, 0.0, 0.0], [0.0, 0.0, 0.0]]
}

Entry 4:
{
  "formula": "C2H5FO3",
  "method": "the ωB97M-V functional and the def2-TZVPD basis",
  "multiplicity": 1,
  "total_charge": 0,
  "homo_lumo_gap_ev": 10.5,
  "max_force_ev_per_a": 4.5,
  "smiles": "O[C@]1(F)CO1.O",
  "homo_energy_ha": -0.3731,
  "species": ["O", "C", "F", "C", "O", "H", "H", "H", "O", "H", "H"],
  "xyz": [[0.8380, 0.9961, -0.5428], [1.5096, -0.1035, -0.0115], [2.2762, 0.3050, 0.9880], [2.1301, -1.2959, -0.7017], [0.9675, -1.2985, 0.0438], [-0.0635, 1.0999, -0.0946], [2.0421, -1.5832, -1.7291], [3.0854, -1.5748, -0.2197], [-1.5356, 1.6644, 0.9453], [-1.4996, 2.4988, 1.5156], [-2.4238, 1.3543, 1.0695]],
  "forces_ev_per_a": [[-0.9, -1.3, 0.8], [1.0, 1.9, -3.7], [0.3, 0.3, 2.0], [1.9, 1.8, -0.7], [-2.8, -2.2, 2.7], [1.4, -0.3, -0.5], [-0.3, 0.2, -0.5], [-0.8, -0.4, 0.0], [0.6, 2.1, 1.2], [0.1, -1.7, -1.3], [-0.7, -0.4, 0.0]]
}

Entry 5:
{
  "formula": "H26O13",
  "method": "the ωB97M-V functional and the def2-TZVPD basis",
  "multiplicity": 1,
  "total_charge": 0,
  "homo_lumo_gap_ev": 9.7,
  "max_force_ev_per_a": 6.5,
  "homo_energy_ha": -0.3612,
  "species": ["H", "H", "H", "H", "H", "H", "H", "H", "H", "H", "H", "H", "H", "H", "H", "H", "H", "H", "H", "H", "H", "H", "H", "H", "H", "H", "O", "O", "O", "O", "O", "O", "O", "O", "O", "O", "O", "O", "O"],
  "xyz": [[-0.7136, 0.4431, -0.1250], [0.7705, 0.7397, 0.0149], [-2.1138, -3.0051, -0.2861], [-0.9374, -3.9560, -0.4339], [-2.3468, 0.4046, -4.1886], [-1.6743, -0.6526, -3.3283], [4.9776, 0.3791, -0.6970], [5.5514, 1.7354, -0.3214], [4.8686, -1.3874, 1.2079], [3.7498, -0.6135, 0.5301], [1.2671, 3.9717, -2.3451], [2.1143, 4.9140, -1.5058], [-3.7254, -0.8017, -3.3466], [-4.0019, 0.4354, -2.5080], [-0.0190, -1.7171, -0.6851], [0.9251, -2.8928, -0.8753], [3.0861, -3.8967, -1.4227], [3.0944, -3.2517, -0.0465], [1.8456, 1.0330, 2.9134], [0.9055, 1.4728, 1.8031], [-2.5428, 0.0735, 3.4669], [-2.1704, 1.5425, 3.5831], [-3.1999, 4.0409, 1.2023], [-1.7138, 4.3378, 1.3183], [-2.6072, -1.9090, 3.6746], [-3.3127, -1.0946, 2.6027], [0.1158, 0.0491, 0.1680], [-1.7250, -3.6443, -0.8938], [-1.5525, 0.2412, -3.6677], [4.8606, 1.1088, -0.0783], [4.7042, -0.6082, 0.6650], [1.2761, 4.8632, -1.9788], [-4.4339, -0.2014, -3.0885], [0.8814, -2.0064, -0.4994], [2.5373, -3.3793, -0.8226], [1.0072, 0.8086, 2.4942], [-2.4899, 0.7961, 4.1026], [-2.3638, 3.9283, 0.7362], [-3.0771, -1.9991, 2.8379]],
  "forces_ev_per_a": [[0.0, 0.2, 0.0], [0.0, -0.3, -0.3], [0.0, -0.1, 0.1], [-0.1, 0.0, 0.0], [0.1, 0.2, -0.1], [0.3, 0.0, 0.0], [0.2, 0.6, 0.1], [-0.2, 0.4, -0.2], [-0.2, -0.5, 0.1], [-0.2, 0.0, 0.2], [-0.1, 0.1, 0.0], [-0.1, 0.0, -0.1], [-0.3, -0.1, 0.1], [0.0, 0.0, 0.0], [0.4, 0.2, 0.3], [0.1, 0.4, 0.1], [0.1, -0.1, 0.0], [-0.2, 0.1, 0.0], [0.0, 0.0, 0.1], [-0.1, -0.2, 0.2], [0.4, 0.4, 0.2], [0.1, -0.1, 0.1], [0.0, 0.0, -0.1], [0.0, 0.0, -0.1], [0.0, -0.2, 0.0], [-0.3, -0.4, -0.2], [-1.0, 1.4, 0.0], [0.0, 0.1, -0.1], [-0.1, -0.1, 0.1], [0.8, 5.4, -2.9], [-0.6, -5.9, 2.8], [0.1, -0.1, 0.1], [0.1, 0.0, 0.0], [-1.7, -0.5, -0.4], [2.2, -1.7, -0.5], [0.4, 0.4, 0.4], [-0.2, 0.0, -0.1], [0.0, -0.1, 0.2], [0.1, 0.2, 0.0]]
}